Model 1:
This record from the OMol25 dataset describes an isolated ion of composition C4H6N and charge +1. The level of theory is ωB97M-V/def2-TZVPD.

The geometry in ORCA input format:
```
! wB97M-V def2-TZVPD RIJCOSX def2/J DEFGRID3
* xyz 1 1
N -0.1034 0.3773 0.3844
C -2.1545 -0.0313 -1.3881
C -0.4902 -1.0466 0.5679
C -1.1974 -0.1962 -0.3902
C 1.1423 0.7173 -0.3180
H -0.5235 0.9353 1.1433
H 1.0268 0.2241 -1.3816
H 1.0764 1.8307 -0.4723
H 0.2064 -1.8212 0.0611
H 1.9638 0.2846 0.3400
H -0.9467 -1.2742 1.4535
*
```

Summary:
orbital gap: 9.2 eV
LUMO energy: -0.239 Ha



Model 2:
This record from the OMol25 dataset describes an isolated ion of composition C4H6N and charge +1. The level of theory is ωB97M-V/def2-TZVPD.

The geometry in ORCA input format:
```
! wB97M-V def2-TZVPD RIJCOSX def2/J DEFGRID3
* xyz 1 1
N 1.3841 -0.7477 0.0079
C -0.0254 -0.6035 -0.0222
C -1.1696 -0.0378 -0.0838
C -2.4727 0.1224 -0.0061
C 1.8157 0.6707 -0.0589
H 1.5079 1.4133 -0.7216
H 1.5941 -1.2719 -0.8167
H 2.2210 1.1923 0.7421
H -3.0871 0.1799 0.8682
H -3.1939 0.2837 -0.8788
H 1.4261 -1.2014 0.9698
*
```

Summary:
orbital gap (alpha / beta): 8.0 / 9.0 eV
LUMO energy (alpha / beta): -0.198 / -0.203 Ha



Model 3:
This record from the OMol25 dataset describes an isolated ion of composition C4H6N and charge +1. The level of theory is ωB97M-V/def2-TZVPD.

The geometry in ORCA input format:
```
! wB97M-V def2-TZVPD RIJCOSX def2/J DEFGRID3
* xyz 1 1
N 0.2518 0.0477 0.4213
C 1.3036 -0.8818 -0.1194
C 1.4345 0.6074 -0.0947
C -1.2168 0.0516 0.0729
C -2.7008 0.0395 -0.0946
H 2.0550 1.0602 0.6809
H -3.0745 -0.1151 -1.0647
H -3.2817 -0.1433 0.7823
H 1.7629 -1.6637 0.5403
H 1.5174 1.2874 -1.0356
H 1.0700 -1.2971 -1.0533
*
```

Summary:
SMILES: C=C=[N+]1CC1
orbital gap (alpha / beta): 9.4 / 9.4 eV
LUMO energy (alpha / beta): -0.233 / -0.233 Ha



It is model 3 that is most stable; the runner-up trails by 55.5 kJ/mol.